Entry i
Molecular formula: CH5ISSi
Method: DFT, the ωB97M-V functional and the def2-TZVPD basis

The molar mass comes out at 204.11 Da. The calculation puts the HOMO energy at -8.466 eV. The value obtained for the HOMO-LUMO gap is 6.721 eV.

Geometry as XYZ:
```
9
CH5ISSi | the Open Molecules 2025 dataset | the ωB97M-V functional and the def2-TZVPD basis
C -0.4924 0.8294 0.6206
Si 0.1005 -0.4308 -0.6333
S -2.8947 1.7472 -0.2471
I -4.0856 -0.2567 -0.0323
H -0.9202 0.5397 1.5653
H -0.1105 1.8378 0.6073
H -0.1267 -1.7621 -0.0719
H 1.5347 -0.1653 -0.7978
H -0.5675 -0.2876 -1.9210
```

Entry ii
Molecular formula: CH5ISSi
Method: DFT, the ωB97M-V functional and the def2-TZVPD basis

The molar mass comes out at 204.11 Da. The calculation puts the HOMO energy at -8.735 eV. The value obtained for the HOMO-LUMO gap is 7.900 eV.

Geometry as XYZ:
```
9
CH5ISSi | the Open Molecules 2025 dataset | the ωB97M-V functional and the def2-TZVPD basis
C 0.8808 0.9305 -0.4036
Si 2.0172 0.0544 0.5998
H 0.7440 2.0019 -0.3474
H 0.6087 0.5214 -1.4518
H 2.2859 -1.2941 0.7522
H 2.7391 0.5099 1.6705
S -3.5111 -1.6459 -0.5275
I -3.6658 0.6478 0.2290
H -2.0988 -1.7257 -0.5212
```

Which of them is most stable, and which least? Most stable: entry i; least stable: entry ii.

Entry i
Molecular formula: C20H22N4O4
Method: DFT, the ωB97M-V functional and the def2-TZVPD basis

The molar mass comes out at 382.42 Da. The calculation puts the HOMO energy at -7.895 eV. The value obtained for the HOMO-LUMO gap is 8.309 eV.

Geometry as XYZ:
```
50
C20H22N4O4 | the Open Molecules 2025 dataset | the ωB97M-V functional and the def2-TZVPD basis
C 7.9584 1.2613 -2.6440
O 6.5826 1.5104 -2.4969
C 5.8002 0.5333 -1.9520
C 6.2589 -0.7067 -1.5213
C 5.3492 -1.6069 -0.9945
C 4.0087 -1.2994 -0.8810
C 3.5341 -0.0564 -1.3108
N 2.1849 0.2847 -1.2755
C 1.1867 -0.7257 -1.0219
C -0.1403 -0.2836 -1.6621
N -0.5572 1.0000 -1.1426
C -1.3964 1.2037 -0.0713
O -1.3314 2.2030 0.6137
N -2.3503 0.2213 0.0974
C -3.3389 0.1560 1.0793
C -3.3440 0.9652 2.2124
C -4.3339 0.8209 3.1664
C -5.3346 -0.1258 3.0135
C -5.3446 -0.9267 1.8688
C -4.3498 -0.7903 0.9158
N -6.3956 -1.8313 1.6994
C -7.2913 -2.1223 2.6733
O -8.2281 -2.8677 2.5012
C -6.9689 -1.4820 4.0191
O -6.3249 -0.2282 3.9535
C 0.4675 2.0041 -1.3706
C 1.7865 1.5689 -0.7331
C 4.4492 0.8439 -1.8509
H 8.4422 1.0865 -1.6774
H 8.3744 2.1605 -3.0959
H 8.1451 0.4068 -3.3029
H 7.2995 -0.9788 -1.5881
H 5.7009 -2.5695 -0.6525
H 3.3427 -2.0224 -0.4380
H 1.0247 -0.8870 0.0580
H 1.4961 -1.6647 -1.4824
H 0.0088 -0.1731 -2.7416
H -0.8886 -1.0573 -1.4932
H -2.4772 -0.4328 -0.6594
H -2.5776 1.7104 2.3341
H -4.3471 1.4486 4.0422
H -4.3741 -1.4190 0.0360
H -6.5152 -2.2769 0.7992
H -6.3439 -2.2011 4.5762
H -7.8959 -1.3283 4.5749
H 0.5935 2.1204 -2.4506
H 0.1271 2.9419 -0.9323
H 1.6377 1.4959 0.3569
H 2.5573 2.3117 -0.9250
H 4.1327 1.8046 -2.2236
```

Entry ii
Molecular formula: C20H22N4O4
Method: DFT, the ωB97M-V functional and the def2-TZVPD basis

The molar mass comes out at 382.42 Da. The calculation puts the HOMO energy at -7.303 eV. The value obtained for the HOMO-LUMO gap is 7.826 eV.

Geometry as XYZ:
```
50
C20H22N4O4 | the Open Molecules 2025 dataset | the ωB97M-V functional and the def2-TZVPD basis
C -6.0046 -2.9713 0.3727
O -5.9890 -1.5808 0.5787
C -4.9244 -0.8715 0.1160
C -3.8226 -1.4049 -0.5263
C -2.7863 -0.5905 -0.9663
C -2.8328 0.7763 -0.7464
N -1.8158 1.6384 -1.1804
C -0.4493 1.4776 -1.1593
O 0.2731 2.2622 -1.7364
N -0.0097 0.4256 -0.4057
C 1.3128 0.0130 -0.2580
C 2.4686 0.6888 -0.0517
C 2.7270 2.1504 0.0178
N 3.4847 -0.2691 0.0167
C 4.8557 -0.0360 0.2308
C 5.2825 0.8169 1.2431
C 6.6349 1.0275 1.4405
C 7.5667 0.3797 0.6474
C 7.1408 -0.4873 -0.3449
C 5.7910 -0.6946 -0.5597
C 2.9539 -1.5331 -0.1341
O 3.5328 -2.6003 -0.1102
N 1.6010 -1.3492 -0.2894
C 0.6814 -2.4306 -0.4946
C -3.9490 1.3284 -0.1119
C -4.9918 0.5286 0.3158
O -6.1141 0.9752 0.9341
C -6.2580 2.3569 1.1517
H -5.1675 -3.4645 0.8783
H -5.9834 -3.2217 -0.6932
H -6.9406 -3.3205 0.8051
H -3.7575 -2.4649 -0.7114
H -1.9694 -1.0296 -1.5170
H -2.1050 2.5337 -1.5474
H -0.7096 -0.1594 0.0289
H 2.0323 2.6617 -0.6449
H 2.5821 2.5326 1.0290
H 3.7456 2.3669 -0.2946
H 4.5590 1.3004 1.8807
H 6.9615 1.6940 2.2254
H 8.6217 0.5446 0.8078
H 7.8637 -1.0022 -0.9599
H 5.4524 -1.3730 -1.3260
H -0.0568 -2.4834 0.3103
H 0.1695 -2.3312 -1.4548
H 1.2742 -3.3454 -0.4954
H -3.9793 2.3965 0.0326
H -7.2209 2.4764 1.6451
H -5.4682 2.7475 1.8019
H -6.2634 2.9151 0.2096
```

Entry iii
Molecular formula: C20H22N4O4
Method: DFT, the ωB97M-V functional and the def2-TZVPD basis

The molar mass comes out at 382.42 Da. The calculation puts the HOMO energy at -8.726 eV. The value obtained for the HOMO-LUMO gap is 8.393 eV.

Geometry as XYZ:
```
50
C20H22N4O4 | the Open Molecules 2025 dataset | the ωB97M-V functional and the def2-TZVPD basis
C 0.8735 -0.1520 -3.0715
H 1.6137 0.0147 -4.0336
O 1.5630 -1.0270 -2.3304
C 2.7330 -0.8083 -1.8768
O 2.5907 0.1807 -1.1804
C 3.6882 1.0360 -0.8244
H 4.0260 1.3343 -1.6827
H 4.5015 0.5805 -0.4791
H 3.4064 2.0033 -0.3612
C 3.2635 -2.0471 -1.0829
N 2.5410 -1.8565 0.2400
C 3.0274 -1.2302 1.1341
O 4.3292 -1.2378 1.2163
C 2.1068 -0.7994 2.3087
N 1.0168 -0.1908 1.4565
N 0.0701 -0.9920 1.0972
C -0.7203 -0.6397 0.2319
C -0.8730 0.8769 -0.0214
C -1.6543 1.6130 -1.0493
C -1.7782 2.9104 -1.0934
C -0.8674 3.6789 -0.6616
C -0.0199 3.2314 0.4504
C 0.0925 1.8768 0.5954
C 1.0460 1.2474 1.6112
O 1.9507 2.0163 1.7835
H 0.9163 3.7653 0.7928
H -0.8150 4.5619 -0.7601
H -2.4288 3.4596 -1.9236
H -2.5607 0.8463 -1.3769
C -1.6637 -1.5097 -0.3640
C -3.1222 -1.0899 -0.1248
C -3.5179 -0.8199 1.0814
C -4.7915 -0.5233 1.5115
N -5.8147 -0.8394 0.5834
C -5.4934 -1.1724 -0.6072
C -4.1143 -1.1587 -0.9652
H -3.9129 -1.6721 -2.1843
H -6.2834 -1.1990 -1.0402
H -5.1526 -0.1985 2.4927
H -2.8477 -0.5334 2.0635
H -1.3376 -2.5395 0.0905
H -1.7145 -1.3940 -1.2817
H 2.4579 -0.2500 3.0137
H 1.6119 -1.8975 2.8036
H 1.4810 -2.0553 0.1262
H 3.1572 -2.9677 -1.6554
H 4.3838 -2.0103 -0.8830
H 3.4750 -0.6946 -2.6714
H 0.6879 0.8856 -2.7357
H -0.2610 -0.4989 -3.4298
```

Which of them is most stable, and which least? Most stable: entry i; least stable: entry iii.

Entry i
Molecular formula: C4H10Se
Method: DFT, the ωB97M-V functional and the def2-TZVPD basis

The molar mass comes out at 137.08 Da. The calculation puts the HOMO energy at -9.234 eV. The value obtained for the HOMO-LUMO gap is 10.038 eV.

Geometry as XYZ:
```
15
C4H10Se | the Open Molecules 2025 dataset | the ωB97M-V functional and the def2-TZVPD basis
Se -1.8095 1.8478 2.4106
H -2.2360 3.2034 2.7719
H -1.2056 2.3765 1.2065
C 2.0114 0.2737 0.4283
C 0.8552 0.6645 -0.1081
C -0.3432 -0.2188 -0.3939
C 0.0193 -1.6066 -0.9122
H 2.8923 0.9467 0.5914
H 1.9733 -0.7980 0.7874
H 0.6271 1.6564 -0.4746
H -0.9558 -0.3188 0.6055
H -1.0103 0.3058 -1.0483
H -0.6086 -2.3915 -0.8880
H 0.2909 -1.4582 -1.9688
H 0.9038 -1.8835 -0.3969
```

Entry ii
Molecular formula: C4H10Se
Method: DFT, the ωB97M-V functional and the def2-TZVPD basis

The molar mass comes out at 137.08 Da. The calculation puts the HOMO energy at -9.118 eV. The value obtained for the HOMO-LUMO gap is 9.796 eV.

Geometry as XYZ:
```
15
C4H10Se | the Open Molecules 2025 dataset | the ωB97M-V functional and the def2-TZVPD basis
C 0.7396 -0.3793 1.0906
C 0.1530 0.7350 0.7186
C 0.6350 1.4249 -0.5108
C -1.0521 1.2613 1.3841
H 0.4716 -1.0789 1.8267
H 1.7337 -0.7583 0.7740
H 1.2858 0.8989 -1.3217
H -0.1851 1.7424 -1.1421
H 1.2216 2.2714 -0.0115
H -0.8599 2.3363 1.4738
H -1.8984 1.1141 0.6079
H -1.3333 0.7567 2.3967
Se -1.0698 -3.2692 -0.8130
H -0.8892 -4.8276 -0.4712
H -0.4198 -2.9395 0.4231
```

Which of them is most stable, and which least? Most stable: entry i; least stable: entry ii.

Entry i
Molecular formula: CH3BrOS
Method: DFT, the ωB97M-V functional and the def2-TZVPD basis

The molar mass comes out at 143.01 Da. The calculation puts the HOMO energy at -9.913 eV. The value obtained for the HOMO-LUMO gap is 9.663 eV.

Geometry as XYZ:
```
7
CH3BrOS | the Open Molecules 2025 dataset | the ωB97M-V functional and the def2-TZVPD basis
C 0.0106 0.0678 0.2266
O 1.4728 -1.5361 1.6770
S 0.8101 -0.2676 1.8484
Br 2.3563 1.3689 1.6828
H -0.9922 -0.3447 0.2661
H 0.6271 -0.5569 -0.5852
H -0.0184 1.1193 -0.0205
```

Entry ii
Molecular formula: CH3BrOS
Method: DFT, the ωB97M-V functional and the def2-TZVPD basis

The molar mass comes out at 143.01 Da. The calculation puts the HOMO energy at -9.587 eV. The value obtained for the HOMO-LUMO gap is 9.249 eV.

Geometry as XYZ:
```
7
CH3BrOS | the Open Molecules 2025 dataset | the ωB97M-V functional and the def2-TZVPD basis
C -0.9372 0.1977 0.0666
O 1.1567 -1.6816 -0.6708
S 0.9345 -0.7366 0.3649
Br 2.3319 0.9960 -0.0066
H -1.5833 -0.2884 0.8648
H -1.3270 0.3227 -0.8561
H -0.5756 1.1902 0.2373
```

Which of them is most stable, and which least? Most stable: entry i; least stable: entry ii.